The following is a quantum chemistry calculation of a molecular structure, C38H34HfN9O4Se, from the Open Molecules 2025 dataset.

Results
multiplicity = 1
lowest unoccupied orbital energy = -3.0 eV
energy above the lowest of the compared OMol25 structures with the same formula, charge and spin = 0.0 kJ/mol
E_HOMO = -9.7 eV
energy = -4711.56341 Eh
HOMO-LUMO gap = 0.24636 hartree
charge = +1

The geometry in XYZ format:
```
87
C38H34HfN9O4Se, DFT the ωB97M-V functional and the def2-TZVPD basis
H 3.105 0.044 0.906
H 1.944 3.368 -0.800
H 0.799 -4.916 -5.993
C -0.489 2.021 -2.174
N 2.422 3.075 2.815
H -1.300 1.337 -2.065
C 4.275 4.322 6.270
H -0.828 4.084 3.352
O -2.205 -7.687 -7.884
C 1.089 -1.993 -1.573
C -3.145 -1.143 -1.564
H -0.189 6.937 0.854
C 1.172 3.311 -2.832
H -1.382 6.653 2.100
C -1.454 4.172 2.466
C -1.803 0.383 4.549
H 2.040 2.115 5.192
O 0.132 4.296 0.681
N 0.311 2.232 -1.084
H -0.567 -8.974 -7.784
C -1.353 -8.643 -8.489
H -2.354 0.287 3.639
H -3.705 -1.681 -2.305
C -1.178 -4.836 -5.088
H -2.336 0.826 7.884
H -3.155 1.173 0.799
C 3.165 -1.644 -0.509
H -3.744 -6.735 -6.361
N -1.415 0.267 0.087
H -0.999 -8.300 -9.464
H 2.927 -3.082 -2.016
C 4.497 5.038 5.094
H 1.935 3.841 -3.436
Se 0.561 -0.293 3.032
C -1.665 2.754 1.911
C -2.507 -5.302 -5.247
H 5.031 5.942 5.231
O 1.143 2.754 2.875
H -2.284 2.271 2.636
C -2.744 0.465 0.097
C 0.530 -0.948 -0.779
C -0.490 0.633 6.948
H 1.224 -4.066 -3.752
H -4.771 -0.079 -0.618
C -1.754 -6.795 -6.995
C -0.620 4.911 1.458
C -0.913 -0.651 -0.791
H -0.375 2.543 -4.260
C -1.753 -1.356 -1.649
C -2.798 -6.242 -6.225
C -1.166 -2.288 -2.544
C 3.942 4.560 3.916
C -0.167 -5.331 -5.920
H 4.056 5.064 3.000
H -3.607 0.806 5.664
H 0.066 0.696 7.886
C 0.151 -2.621 -2.509
H 1.244 0.029 5.811
N 0.369 -3.581 -3.457
H 0.230 -6.560 -7.711
N 1.339 2.974 -1.509
H -2.316 2.876 1.092
H -1.985 -9.481 -8.693
N -0.693 6.261 1.503
C -0.475 -6.286 -6.921
C 2.585 -0.599 0.229
C -1.868 0.810 6.911
N -1.774 -2.997 -3.550
N 3.108 2.776 1.801
C -0.863 -3.823 -4.047
Hf 0.206 1.646 1.215
C 3.428 3.233 6.282
C 0.032 2.651 -3.282
H 4.802 4.651 7.137
C -3.687 -0.226 -0.720
N 1.313 -0.284 0.074
H -2.413 4.690 2.607
C -2.508 0.702 5.704
C 3.065 3.513 3.976
C 2.780 2.842 5.172
H 3.279 2.806 7.231
C 2.454 -2.272 -1.484
H -3.310 -4.898 -4.711
C -0.429 0.258 4.556
H 4.215 -1.935 -0.492
O 2.363 2.311 0.853
C 0.206 0.337 5.789
```